This record from the OMol25 dataset describes a structure of composition C4H10INO2P. The level of theory is wB97M-V/def2-TZVPD.

**Highest occupied orbital energy**: -12.07 eV
**LUMO**: -4.626 eV
**Charge**: +1
**Frontier orbital gap**: 7.447 eV

Positions of all 19 atoms, in Å:
1 H 0.42 -2.16 -1.57
2 H -0.63 -0.22 -2.19
3 I 1.05 1.93 2.79
4 H 1.03 0.50 -2.52
5 H -0.43 1.81 -0.76
6 H 1.80 -1.42 -0.96
7 C 0.39 -0.11 -1.87
8 C -0.86 0.98 1.96
9 C 0.20 0.85 -0.68
10 H -1.55 1.78 1.86
11 P -0.26 -0.27 0.72
12 H 1.12 1.40 -0.54
13 O 3.22 -0.11 2.63
14 H 1.42 -0.87 2.91
15 H -1.12 0.50 2.89
16 C 2.09 -0.13 2.84
17 N 0.83 -1.33 -1.20
18 O -1.78 -0.70 0.47
19 H -1.95 -1.68 0.37



This record from the OMol25 dataset describes a cluster of 2 separate species, C4H10N in total. The level of theory is wB97M-V/def2-TZVPD.

**Highest occupied orbital energy**: -15.07 eV
**Energy relative to the best compared isomer or geometry (same formula, charge and spin)**: 524.11 kJ/mol
**LUMO**: -8.386 eV
**Charge**: +1
**Frontier orbital gap**: 6.681 eV

Positions of all 15 atoms, in Å:
1 H -2.85 0.58 0.10
2 H 0.74 -0.56 -1.86
3 C -0.89 0.12 -0.41
4 C 0.17 -0.80 -0.96
5 C 1.19 -1.15 0.13
6 H 0.75 2.90 0.30
7 H 1.92 -1.90 -0.18
8 H 0.73 -1.50 1.06
9 H -0.43 -1.70 -1.18
10 H 1.78 -0.25 0.34
11 H -2.48 -1.23 -0.17
12 H 0.00 1.49 0.42
13 C -2.14 -0.20 -0.15
14 N 0.85 2.02 0.79
15 H 0.65 2.18 1.77



This record from the OMol25 dataset describes a cluster of 2 separate species, C4H10N in total. The level of theory is wB97M-V/def2-TZVPD.

**Highest occupied orbital energy**: -13.66 eV
**Energy relative to the best compared isomer or geometry (same formula, charge and spin)**: 254.98 kJ/mol
**LUMO**: -5.378 eV
**Charge**: +1
**Frontier orbital gap**: 8.282 eV

Positions of all 15 atoms, in Å:
1 N 0.19 -1.66 1.28
2 H 1.62 -0.18 1.66
3 H -1.74 0.10 -0.83
4 H -0.27 -1.08 0.54
5 H 1.50 -1.63 2.80
6 H -0.33 2.55 -1.62
7 H 0.07 2.31 0.09
8 H -0.24 -1.13 -2.19
9 H 1.14 -0.11 -1.54
10 H -0.27 -2.55 1.42
11 H -1.58 2.34 -0.42
12 C 0.09 -0.38 -1.48
13 C -0.73 0.53 -0.88
14 C 1.15 -1.12 1.90
15 C -0.59 2.00 -0.73



This record from the OMol25 dataset describes the ion C4H10N with charge +1. The level of theory is wB97M-V/def2-TZVPD.

**SMILES**: C=[NH+]CCC
**Highest occupied orbital energy**: -15.77 eV
**Energy relative to the best compared isomer or geometry (same formula, charge and spin)**: 219.90 kJ/mol
**LUMO**: -5.241 eV
**Charge**: +1
**Frontier orbital gap**: 10.534 eV

Positions of all 15 atoms, in Å:
1 C -0.71 -0.47 -0.56
2 H 0.07 -2.55 -0.45
3 C 1.08 2.22 1.04
4 H -0.99 1.67 1.00
5 H 0.16 -0.86 1.19
6 H 1.40 -0.03 0.00
7 H -1.79 -0.48 -0.07
8 H -0.70 0.11 -1.46
9 C -0.46 -1.94 -1.11
10 C 0.32 -0.03 0.45
11 H 2.09 2.16 0.85
12 H -1.51 -2.32 -1.21
13 H 0.83 3.18 1.46
14 H 0.08 -2.04 -2.07
15 N 0.14 1.38 0.93



This record from the OMol25 dataset describes a cluster of 2 separate species, C4H10N2 in total. The level of theory is wB97M-V/def2-TZVPD.

**Highest occupied orbital energy (alpha / beta)**: 1.28 / -2.54 eV
**Energy relative to the best compared isomer or geometry (same formula, charge and spin)**: 287.73 kJ/mol
**Spin multiplicity**: 2
**LUMO (alpha / beta)**: 2.480 / 2.478 eV
**Charge**: -1
**Frontier orbital gap (alpha / beta)**: 1.198 / 5.019 eV
**⟨S²⟩**: 0.7533

Positions of all 16 atoms, in Å:
1 N 2.21 -1.32 4.14
2 C -2.21 2.16 -5.18
3 H -3.55 0.61 -2.43
4 H 1.99 -2.52 5.76
5 H 1.90 -3.33 4.13
6 C 3.18 -0.40 4.12
7 H 3.43 -2.92 4.83
8 C -3.47 0.88 -3.46
9 H -1.11 2.38 -5.38
10 H -2.54 3.28 -5.45
11 H 4.29 -0.30 4.36
12 H -4.17 0.34 -4.09
13 H 2.95 0.59 3.69
14 H -2.67 1.39 -5.99
15 C 2.38 -2.64 4.76
16 N -2.60 1.80 -3.81



This record from the OMol25 dataset describes the molecule C4H10N2. The level of theory is wB97M-V/def2-TZVPD.

**SMILES**: [H]/N=C\NCCC
**Highest occupied orbital energy**: -8.99 eV
**Energy relative to the best compared isomer or geometry (same formula, charge and spin)**: 66.88 kJ/mol
**LUMO**: 1.020 eV
**Charge**: 0
**Frontier orbital gap**: 10.010 eV

Positions of all 16 atoms, in Å:
1 N 0.89 -0.40 0.02
2 C 0.00 0.39 -0.82
3 H 0.56 -1.31 0.33
4 H -0.85 0.44 1.64
5 C -1.46 0.23 -0.43
6 H 2.67 -1.78 0.91
7 H 2.48 0.31 -1.06
8 C -1.74 0.60 1.03
9 H -1.73 -0.84 -0.49
10 H -2.09 0.79 -1.12
11 H 0.29 1.44 -0.67
12 N 3.09 -1.24 0.14
13 H 0.18 0.19 -1.88
14 H -2.49 -0.04 1.49
15 H -2.03 1.64 1.19
16 C 2.23 -0.42 -0.29



This record from the OMol25 dataset describes the molecule C4H10N2. The level of theory is wB97M-V/def2-TZVPD.

**SMILES**: CCC/C=N/N
**Highest occupied orbital energy**: -8.01 eV
**Energy relative to the best compared isomer or geometry (same formula, charge and spin)**: 304.51 kJ/mol
**LUMO**: 1.145 eV
**Charge**: 0
**Frontier orbital gap**: 9.157 eV

Positions of all 16 atoms, in Å:
1 H 0.94 2.89 -0.49
2 C 1.25 1.95 -0.15
3 C 0.15 -0.12 0.92
4 H -0.42 -0.38 1.80
5 H -0.72 -0.14 -0.97
6 H -2.12 -3.25 -0.96
7 H -1.02 -2.79 -1.96
8 H 1.33 1.34 -1.03
9 H 0.16 1.79 1.66
10 H 2.09 2.01 0.57
11 N -1.16 -2.88 -1.02
12 C 0.14 1.40 0.68
13 C -0.50 -0.84 -0.21
14 H -0.72 1.69 0.26
15 N -0.59 -2.09 -0.14
16 H 1.19 -0.60 1.04



This record from the OMol25 dataset describes the molecule C4H10N2. The level of theory is wB97M-V/def2-TZVPD.

**SMILES**: [H]/N=C/NCCC
**Highest occupied orbital energy**: -8.84 eV
**Energy relative to the best compared isomer or geometry (same formula, charge and spin)**: 157.46 kJ/mol
**LUMO**: 1.039 eV
**Charge**: 0
**Frontier orbital gap**: 9.883 eV

Positions of all 16 atoms, in Å:
1 H 1.64 2.16 2.05
2 H -0.53 0.99 -0.78
3 C -0.50 -0.37 1.02
4 H -0.71 -1.87 -1.03
5 H -0.54 -1.46 0.96
6 H 1.12 1.91 0.26
7 N -0.31 -0.69 -2.60
8 H 0.85 -0.03 2.66
9 H -1.40 -0.10 1.64
10 C 1.00 1.68 1.25
11 H 0.05 2.10 1.55
12 N -0.74 0.04 -0.36
13 C -0.53 -0.88 -1.38
14 H 0.07 -1.58 -3.00
15 H 1.79 -0.57 1.43
16 C 0.87 0.07 1.60



This record from the OMol25 dataset describes a cluster of 2 separate species, C4H10N2 in total. The level of theory is wB97M-V/def2-TZVPD.

**Highest occupied orbital energy (alpha / beta)**: -8.65 / -8.00 eV
**Energy relative to the best compared isomer or geometry (same formula, charge and spin)**: 485.35 kJ/mol
**LUMO (alpha / beta)**: -0.170 / 0.143 eV
**Charge**: 0
**Frontier orbital gap (alpha / beta)**: 8.476 / 8.148 eV

Positions of all 16 atoms, in Å:
1 N -0.60 0.11 1.18
2 H -0.47 0.95 3.07
3 H -0.86 1.28 -2.56
4 C -0.69 -1.83 -0.11
5 N 0.07 0.09 -1.11
6 C 0.12 0.90 2.15
7 H 1.13 0.52 2.39
8 H 0.20 1.92 1.78
9 H 1.02 -0.17 -0.86
10 H -1.64 -1.55 -0.54
11 C -0.22 -1.14 1.01
12 H 0.75 1.84 -2.10
13 C 0.14 0.94 -2.29
14 H 0.60 0.44 -3.16
15 H 0.68 -1.52 1.51
16 H -0.23 -2.77 -0.38



This record from the OMol25 dataset describes the molecule C4H10N2. The level of theory is wB97M-V/def2-TZVPD.

**SMILES**: C=C(N)CCN
**Highest occupied orbital energy**: -7.39 eV
**Energy relative to the best compared isomer or geometry (same formula, charge and spin)**: 197.95 kJ/mol
**LUMO**: 0.977 eV
**Charge**: 0
**Frontier orbital gap**: 8.369 eV

Positions of all 16 atoms, in Å:
1 H 1.30 0.21 2.71
2 H -1.46 -0.03 1.00
3 H -1.60 -1.51 -2.43
4 H -0.23 1.46 1.13
5 H 1.82 -0.66 1.46
6 H 1.39 0.49 -1.11
7 C 0.75 0.99 0.90
8 C 0.41 0.57 -0.57
9 C -0.72 -1.09 -1.96
10 H -2.32 -1.29 0.12
11 C -0.71 -0.35 -0.82
12 N -1.70 -0.51 0.15
13 H 0.21 -1.52 -2.29
14 H 0.33 1.56 -1.07
15 H 1.49 1.78 0.99
16 N 1.03 -0.11 1.80



This record from the OMol25 dataset describes a cluster of 2 separate species, C4H10N2 in total. The level of theory is wB97M-V/def2-TZVPD.

**SMILES**: [H]/N=N\[H].C=C(C)C
**Highest occupied orbital energy**: -8.57 eV
**Energy relative to the best compared isomer or geometry (same formula, charge and spin)**: 385.59 kJ/mol
**LUMO**: 0.831 eV
**Charge**: 0
**Frontier orbital gap**: 9.403 eV

Positions of all 16 atoms, in Å:
1 C -2.16 -0.25 -0.18
2 C -0.73 -0.17 -0.24
3 H 1.10 -0.27 -1.35
4 H -2.44 0.52 -0.87
5 H 0.63 1.01 1.08
6 C 0.02 -0.47 -1.32
7 N 2.91 1.28 -0.44
8 H 3.37 1.40 -1.32
9 H -0.37 -0.83 -2.19
10 H 0.37 -0.71 1.33
11 C -0.12 0.23 1.07
12 H 2.18 3.09 -0.48
13 H -2.59 -1.26 -0.38
14 H -2.54 -0.03 0.92
15 N 2.19 2.16 -0.12
16 H -0.92 0.52 1.78



This record from the OMol25 dataset describes a cluster of 2 separate species, C4H10N2 in total. The level of theory is wB97M-V/def2-TZVPD.

**SMILES**: [H]/N=N\C.C=CC
**Highest occupied orbital energy**: -9.14 eV
**Energy relative to the best compared isomer or geometry (same formula, charge and spin)**: 269.04 kJ/mol
**LUMO**: 1.013 eV
**Charge**: 0
**Frontier orbital gap**: 10.154 eV

Positions of all 16 atoms, in Å:
1 H -1.79 -1.11 -1.48
2 N 0.18 0.49 1.82
3 H -0.50 -1.41 1.49
4 H 1.20 0.40 -3.06
5 N -0.33 1.46 2.33
6 C -0.12 0.16 -1.39
7 H -0.74 -1.06 -2.98
8 H -0.96 1.28 3.15
9 C -0.92 -0.71 -1.97
10 H 0.92 -1.29 2.52
11 C -0.05 -0.84 2.30
12 H -0.70 -0.87 3.19
13 C 1.10 0.74 -2.03
14 H 1.99 0.44 -1.47
15 H -0.30 0.50 -0.38
16 H 1.05 1.82 -2.01



This record from the OMol25 dataset describes a cluster of 2 separate species, C4H10N2 in total. The level of theory is wB97M-V/def2-TZVPD.

**SMILES**: C=CN.C=NC
**Highest occupied orbital energy**: -8.47 eV
**Energy relative to the best compared isomer or geometry (same formula, charge and spin)**: 191.50 kJ/mol
**LUMO**: 1.013 eV
**Charge**: 0
**Frontier orbital gap**: 9.478 eV

Positions of all 16 atoms, in Å:
1 C -2.97 0.73 1.13
2 H 0.95 0.52 -0.50
3 H 2.40 2.18 0.00
4 H -1.50 -1.95 0.15
5 H -3.23 1.22 2.07
6 C 2.42 -0.99 -0.49
7 H -1.32 -0.37 -0.66
8 H 1.70 -1.80 -0.52
9 N 2.78 1.43 -0.57
10 C -1.97 -1.01 -0.06
11 N -2.32 -0.35 1.20
12 H -2.88 -1.16 -0.66
13 C 2.00 0.27 -0.49
14 H 3.76 1.31 -0.36
15 H 3.48 -1.23 -0.45
16 H -3.31 1.21 0.20



This record from the OMol25 dataset describes a structure of composition C4H10N2. The level of theory is wB97M-V/def2-TZVPD.

**Highest occupied orbital energy**: -9.14 eV
**Energy relative to the best compared isomer or geometry (same formula, charge and spin)**: 411.68 kJ/mol
**LUMO**: 1.090 eV
**Charge**: 0
**Frontier orbital gap**: 10.232 eV

Positions of all 16 atoms, in Å:
1 N 2.61 0.08 0.04
2 H -0.43 -2.60 0.21
3 H -0.89 2.76 0.29
4 H -1.23 1.19 1.25
5 H -1.42 -1.50 1.00
6 H 2.54 -0.97 -0.02
7 N 0.85 0.11 0.51
8 C -0.03 0.83 -0.40
9 H -1.94 -1.63 -0.59
10 C -1.00 -1.73 0.07
11 H -2.02 1.62 -0.38
12 C -1.15 1.63 0.28
13 C 0.14 -0.67 -0.43
14 H 0.53 -0.97 -1.37
15 H 3.07 0.50 0.82
16 H 0.36 1.34 -1.26



This record from the OMol25 dataset describes a cluster of 2 separate species, C4H10N2 in total. The level of theory is wB97M-V/def2-TZVPD.

**SMILES**: C=NC.C=NC
**Highest occupied orbital energy**: -8.81 eV
**Energy relative to the best compared isomer or geometry (same formula, charge and spin)**: 275.72 kJ/mol
**LUMO**: 1.069 eV
**Charge**: 0
**Frontier orbital gap**: 9.875 eV

Positions of all 16 atoms, in Å:
1 H 0.89 -1.57 0.13
2 H -1.05 1.56 -2.26
3 H -0.29 -1.64 2.94
4 H -0.72 -1.55 -0.51
5 H -0.56 0.18 3.16
6 C -0.78 1.13 -1.28
7 H -0.45 -2.60 0.89
8 C -0.15 -1.67 0.41
9 C -0.44 -0.66 2.47
10 N -0.38 -0.47 1.23
11 C 1.57 1.26 -1.40
12 H 2.53 0.98 -0.97
13 N 0.55 0.54 -1.32
14 H -1.57 0.43 -1.03
15 H 1.56 2.22 -1.95
16 H -0.74 1.87 -0.49



This record from the OMol25 dataset describes the molecule C4H10N2. The level of theory is wB97M-V/def2-TZVPD.

**SMILES**: [H]/N=C(\C)[C@H](C)N
**Highest occupied orbital energy**: -8.79 eV
**Energy relative to the best compared isomer or geometry (same formula, charge and spin)**: 123.40 kJ/mol
**LUMO**: 0.934 eV
**Charge**: 0
**Frontier orbital gap**: 9.724 eV

Positions of all 16 atoms, in Å:
1 H 1.09 -0.30 -2.47
2 C 1.51 0.88 -0.23
3 H 2.26 0.42 0.40
4 H -0.40 0.81 1.83
5 C -0.35 -0.73 0.47
6 H 1.06 1.71 0.32
7 N -0.28 -0.19 1.78
8 H -1.84 0.83 -0.51
9 H -1.93 -0.88 -1.10
10 C -1.73 -0.22 -0.26
11 H 2.01 1.30 -1.11
12 H -0.29 -1.82 0.48
13 H -2.51 -0.40 0.48
14 H 0.48 -0.55 2.35
15 N 0.45 -0.71 -1.79
16 C 0.48 -0.14 -0.65



This record from the OMol25 dataset describes the molecule C4H10N2O. The level of theory is wB97M-V/def2-TZVPD.

**SMILES**: C[C@@H](N)CC(N)=O
**Highest occupied orbital energy**: -9.49 eV
**Energy relative to the best compared isomer or geometry (same formula, charge and spin)**: 101.87 kJ/mol
**LUMO**: 0.841 eV
**Charge**: 0
**Frontier orbital gap**: 10.335 eV

Positions of all 17 atoms, in Å:
1 N -1.41 1.64 1.24
2 H 0.78 -1.06 0.83
3 C 1.24 -1.55 -1.14
4 H 2.35 -1.53 -1.11
5 H -1.32 -1.16 -0.57
6 H 1.08 1.40 0.62
7 H 1.06 -1.18 -2.18
8 C -1.58 0.27 0.95
9 H -0.90 0.50 -1.06
10 C 0.73 -0.50 -0.10
11 C -0.84 -0.23 -0.26
12 H -0.68 2.27 0.97
13 O -2.32 -0.35 1.66
14 H 1.29 1.38 -0.95
15 N 1.41 0.81 -0.13
16 H -1.74 1.81 2.18
17 H 0.84 -2.54 -0.97



This record from the OMol25 dataset describes the molecule C4H10N2O. The level of theory is wB97M-V/def2-TZVPD.

**SMILES**: NC[C@@H](N)CC=O
**Highest occupied orbital energy**: -9.05 eV
**Energy relative to the best compared isomer or geometry (same formula, charge and spin)**: 206.29 kJ/mol
**LUMO**: 1.018 eV
**Charge**: 0
**Frontier orbital gap**: 10.065 eV

Positions of all 17 atoms, in Å:
1 C -1.42 -0.16 -0.51
2 C 2.05 0.03 1.35
3 N -1.38 -1.01 -1.69
4 H 0.40 0.71 -1.20
5 H -1.76 -1.93 -1.75
6 H -2.07 0.68 -0.77
7 H 2.58 0.89 0.90
8 C 0.94 -0.51 0.41
9 H -0.13 1.53 1.51
10 H 1.47 -1.16 -0.31
11 C -0.04 0.46 -0.23
12 H 0.44 -1.32 0.97
13 H -0.94 2.22 0.23
14 N -0.12 1.71 0.52
15 H -1.73 -0.79 0.33
16 H -0.51 -0.93 -2.20
17 O 2.22 -0.42 2.44



This record from the OMol25 dataset describes a structure of composition C4H10N2O. The level of theory is wB97M-V/def2-TZVPD.

**Highest occupied orbital energy**: -8.00 eV
**Energy relative to the best compared isomer or geometry (same formula, charge and spin)**: 402.00 kJ/mol
**LUMO**: 0.896 eV
**Charge**: 0
**Frontier orbital gap**: 8.896 eV

Positions of all 17 atoms, in Å:
1 H -1.02 0.98 1.85
2 C 1.31 0.41 0.02
3 H 2.83 -1.07 -0.03
4 O 1.67 1.36 0.67
5 C 2.18 -0.56 -0.74
6 H -2.06 -0.44 1.90
7 H 2.82 0.00 -1.42
8 C -1.70 0.36 1.26
9 H -0.45 1.77 -0.51
10 N -0.29 0.80 -0.76
11 C -0.98 -0.24 0.06
12 H 1.58 -1.29 -1.28
13 H 0.37 -0.51 0.62
14 N -1.42 -1.21 -0.69
15 H -2.54 0.96 0.93
16 H -0.35 0.55 -1.74
17 H -1.96 -1.88 -0.15



This record from the OMol25 dataset describes the molecule C4H10N2O. The level of theory is wB97M-V/def2-TZVPD.

**SMILES**: CCCNC(N)=O
**Highest occupied orbital energy**: -9.56 eV
**Energy relative to the best compared isomer or geometry (same formula, charge and spin)**: 23.27 kJ/mol
**LUMO**: 0.888 eV
**Charge**: 0
**Frontier orbital gap**: 10.445 eV

Positions of all 17 atoms, in Å:
1 H -0.16 -0.35 -1.44
2 H 1.25 -0.63 1.22
3 C 0.00 -0.11 -0.38
4 H 1.07 1.55 0.26
5 O -0.46 3.34 0.54
6 H 0.10 -2.75 0.65
7 C 1.16 -0.91 0.16
8 H 1.84 -2.95 0.33
9 H 0.79 -2.67 -1.01
10 H -2.72 2.58 0.20
11 H 2.10 -0.61 -0.31
12 H -2.33 0.99 -0.40
13 C 0.93 -2.41 0.04
14 N 0.21 1.32 -0.22
15 N -2.07 1.81 0.11
16 H -0.93 -0.43 0.10
17 C -0.77 2.23 0.16



no.,strongest force on any atom (eV Å⁻¹)
1,4.06
2,6.11
3,2.96
4,4.12
5,4.66
6,0.90
7,4.26
8,5.33
9,1.19
10,3.87
11,4.53
12,1.70
13,0.68
14,5.23
15,1.87
16,4.08
17,2.56
18,2.19
19,2.53
20,0.79